This record from the Open Molecules 2025 dataset describes C20H14FeIN5O5 as an isolated structure in a non-equilibrium geometry. The level of theory is wB97M-V/def2-TZVPD.

orbital gap (alpha / beta): 6.88 / 6.88 eV
charge: 0
HOMO level (alpha / beta): -0.27676 / -0.27680 hartree

Geometry (Å):
Fe -0.16 -0.29 0.13
O 5.56 0.94 -0.11
C 4.26 0.56 -0.11
C 3.52 0.39 -1.27
C 2.20 -0.01 -1.17
N 1.68 -0.23 0.04
C 2.35 -0.01 1.17
C 3.66 0.38 1.15
C 1.40 -0.16 2.36
O 1.82 -0.18 3.51
O 0.17 -0.27 1.97
C 1.16 -0.15 -2.23
O 1.40 -0.05 -3.41
O -0.02 -0.40 -1.72
H 5.87 1.06 -1.02
H 3.95 0.58 -2.25
H 4.23 0.56 2.06
C -4.29 -1.16 0.37
C -4.83 0.09 0.05
C -3.97 1.14 -0.13
C -2.59 0.96 0.00
N -2.08 -0.27 0.22
C -2.92 -1.29 0.43
C -1.62 2.02 -0.04
C -1.95 3.38 -0.11
C -0.97 4.34 -0.06
C 0.36 3.92 0.04
C 0.62 2.57 0.08
N -0.32 1.63 0.05
H -4.93 -2.01 0.56
H -5.90 0.21 -0.05
H -4.35 2.13 -0.38
H -2.46 -2.24 0.65
H -2.99 3.66 -0.18
H -1.21 5.39 -0.09
H 1.17 4.64 0.08
H 1.65 2.23 0.13
I 0.74 -6.34 1.25
C 0.26 -4.52 0.39
C -0.13 -4.29 -0.91
N -0.33 -2.97 -1.02
N -0.07 -2.33 0.13
C 0.29 -3.26 1.00
H -0.27 -4.97 -1.73
H -0.52 -2.39 -1.82
H 0.53 -3.00 2.02

***

This record from the Open Molecules 2025 dataset describes C20H15BeN2O3S3 as an isolated structure. The level of theory is wB97M-V/def2-TZVPD.

orbital gap: 7.43 eV
charge: -1
HOMO level: -0.18416 hartree

Geometry (Å):
Be -1.31 -0.40 -0.03
C -0.21 -1.63 3.78
C 0.38 -0.44 4.21
C 0.42 0.65 3.36
C -0.14 0.53 2.09
C -0.75 -0.64 1.63
C -0.76 -1.72 2.51
C -0.11 1.61 1.08
C 0.41 2.91 1.31
C 0.42 3.82 0.31
C -0.11 3.48 -0.96
C -0.15 4.39 -2.04
C -0.69 4.01 -3.23
C -1.22 2.71 -3.39
C -1.20 1.81 -2.37
C -0.63 2.18 -1.12
N -0.60 1.28 -0.10
H -0.24 -2.48 4.45
H 0.81 -0.37 5.20
H 0.89 1.56 3.69
H -1.21 -2.66 2.20
H 0.81 3.15 2.29
H 0.82 4.81 0.46
H 0.26 5.38 -1.90
H -0.73 4.71 -4.06
H -1.67 2.43 -4.33
H -1.61 0.82 -2.49
S 2.74 -0.06 -0.11
C 2.29 -1.67 -0.25
N 1.98 -2.19 -1.48
C 1.61 -3.47 -1.71
C 1.56 -4.36 -0.69
C 1.84 -3.89 0.61
C 2.19 -2.59 0.83
H 1.92 -1.51 -2.22
H 1.36 -3.71 -2.73
H 1.25 -5.38 -0.88
H 1.75 -4.56 1.45
H 2.37 -2.21 1.82
O -3.95 -2.36 -1.02
S -3.13 -1.26 -1.48
O -3.57 -0.63 -2.71
O -2.92 -0.22 -0.39
S -1.14 -1.82 -1.60

***

This record from the Open Molecules 2025 dataset describes C20H15Br2N5O2STl as an isolated structure in a non-equilibrium geometry. The level of theory is wB97M-V/def2-TZVPD.

orbital gap (alpha / beta): 5.91 / 5.59 eV
charge: +1
HOMO level (alpha / beta): -0.41447 / -0.41109 hartree

Geometry (Å):
Tl 0.39 -0.33 1.12
Br 4.32 0.79 -2.53
C 2.77 1.83 -2.35
C 2.57 2.95 -3.13
C 1.41 3.70 -2.99
Br 1.24 5.28 -4.00
C 0.37 3.28 -2.13
C -0.90 3.89 -2.06
C -1.86 3.35 -1.24
C -1.56 2.20 -0.51
N -0.36 1.66 -0.50
C 0.60 2.17 -1.28
C 1.90 1.50 -1.26
O 2.24 0.71 -0.36
H 3.32 3.24 -3.85
H -1.11 4.77 -2.65
H -2.85 3.77 -1.18
H -2.32 1.71 0.09
N -4.70 -3.02 -3.00
C -3.81 -2.15 -2.50
O -3.95 -0.94 -2.59
C -2.61 -2.72 -1.81
C -2.24 -4.07 -1.77
C -1.09 -4.43 -1.09
C -0.33 -3.44 -0.48
N -0.69 -2.16 -0.51
C -1.78 -1.81 -1.16
H -5.51 -2.66 -3.46
H -4.61 -4.02 -2.90
H -2.83 -4.83 -2.25
H -0.77 -5.46 -1.04
H 0.58 -3.68 0.05
H -2.03 -0.76 -1.18
C -2.20 0.60 7.41
C -1.37 0.38 6.20
C -0.03 -0.06 6.26
C 0.60 -0.21 5.04
N 0.00 0.04 3.89
C -1.28 0.46 3.90
S -2.05 0.80 2.43
N -1.94 0.62 5.04
H -1.60 0.57 8.32
H -2.98 -0.17 7.47
H -2.70 1.56 7.34
H 0.46 -0.26 7.19
H 1.63 -0.53 4.96

***

This record from the Open Molecules 2025 dataset describes the molecule C20H15BrN4O5S2 in a non-equilibrium geometry. The level of theory is wB97M-V/def2-TZVPD.

orbital gap: 8.58 eV
charge: 0
HOMO level: -0.32667 hartree
structure (SMILES): NS(=O)(=O)c1ccc(Cc2c(-c3cccc(Br)c3)nn(-c3nc(C(=O)O)cs3)c2O)cc1

Geometry (Å):
O 1.72 -1.29 7.74
O -2.34 5.80 -1.35
O -0.98 6.11 -3.44
Br -2.75 -5.84 -2.26
N -0.05 -2.35 1.05
N 1.50 -1.34 4.15
O 3.26 -0.45 6.33
O 2.22 0.30 1.97
S -0.11 -3.40 4.06
C 2.16 -1.19 6.61
C 0.16 -1.77 -0.12
C 0.73 -2.04 3.34
C 0.60 -2.90 5.59
C 1.40 -1.82 5.46
C 1.38 -0.61 1.38
C 1.08 -0.64 0.05
C -1.34 -2.19 -3.68
C -1.93 -3.48 -3.57
C -0.72 -1.58 -2.59
C -1.27 -3.53 -1.28
C 0.87 1.95 -2.61
C 0.11 2.15 -0.37
C 0.14 3.08 -2.95
C -0.67 3.25 -0.68
C -1.91 -4.16 -2.35
C -0.59 -2.28 -1.34
C 0.85 1.46 -1.33
C -0.66 3.73 -2.01
N 0.69 -1.65 1.97
N -2.81 4.55 -3.33
C 1.67 0.25 -0.98
S -1.59 5.22 -2.45
H 3.64 -0.21 7.20
H 2.33 0.07 2.89
H 0.37 -3.38 6.53
H -1.41 -1.65 -4.62
H -2.43 -3.94 -4.43
H -0.31 -0.59 -2.72
H -1.22 -4.08 -0.34
H 1.43 1.51 -3.45
H 0.10 1.84 0.68
H 0.17 3.48 -3.96
H -1.29 3.76 0.08
H -3.46 4.24 -2.65
H -3.20 5.36 -3.77
H 2.63 0.59 -0.60
H 1.84 -0.33 -1.86

***

This record from the Open Molecules 2025 dataset describes C20H15Cl2N4OV as an isolated structure in a non-equilibrium geometry. The level of theory is wB97M-V/def2-TZVPD.

orbital gap (alpha / beta): 5.95 / 7.37 eV
charge: 0
2S+1: 3
HOMO level (alpha / beta): -0.22428 / -0.29719 hartree
<S²>: 2.03

Geometry (Å):
V 0.95 -0.77 -0.45
C 2.33 3.21 -0.61
C 2.16 1.74 -0.76
N 1.22 1.06 -0.11
N 0.36 1.63 0.82
C -0.19 0.66 1.49
O 0.15 -0.61 1.30
C -1.22 0.96 2.49
C -1.81 -0.08 3.20
C -2.79 0.18 4.15
C -3.18 1.49 4.39
C -2.60 2.54 3.69
C -1.62 2.28 2.74
C 2.94 0.89 -1.59
C 4.09 1.28 -2.31
C 4.78 0.36 -3.04
C 4.35 -0.98 -3.06
C 3.25 -1.33 -2.33
N 2.54 -0.44 -1.58
H 1.91 3.53 0.33
H 1.81 3.74 -1.42
H 3.39 3.49 -0.65
H -1.50 -1.09 2.99
H -3.25 -0.63 4.69
H -3.95 1.70 5.13
H -2.91 3.56 3.88
H -1.16 3.08 2.18
H 4.40 2.32 -2.27
H 5.66 0.66 -3.60
H 4.86 -1.73 -3.65
H 2.89 -2.35 -2.32
Cl 0.61 -3.21 -0.59
C -1.10 -2.91 -0.93
C -2.05 -3.88 -0.71
C -3.37 -3.56 -0.94
C -3.71 -2.27 -1.35
C -2.73 -1.32 -1.56
Cl -3.17 0.28 -2.04
C -1.36 -1.60 -1.38
N -0.33 -0.71 -1.56
H -1.76 -4.87 -0.36
H -4.15 -4.30 -0.78
H -4.74 -2.00 -1.51

***

This record from the Open Molecules 2025 dataset describes a 2-piece molecular cluster, C20H15F13N2O5 overall in a non-equilibrium geometry. The level of theory is wB97M-V/def2-TZVPD.

orbital gap: 8.91 eV
charge: 0
HOMO level: -0.36124 hartree
structure (SMILES): CNCC1=C(CCC(F)(F)C(F)(F)C(F)(F)C(F)(F)C(F)(F)C(F)(F)F)C(=O)OC1=O.O=[N+]([O-])c1ccccc1

Geometry (Å):
C 6.80 -1.41 -0.66
N 5.41 -0.99 -0.80
C 5.11 -0.26 -2.03
C 5.27 1.22 -1.87
C 4.35 2.18 -2.01
C 2.89 2.15 -2.34
C 2.09 1.00 -1.70
C 0.86 1.48 -0.93
F 1.18 1.59 0.37
F 0.40 2.66 -1.40
C -0.30 0.45 -1.13
F -0.63 0.50 -2.44
F 0.20 -0.77 -0.83
C -1.54 0.66 -0.26
F -2.02 1.91 -0.45
F -1.16 0.60 1.04
C -2.72 -0.36 -0.42
F -3.86 0.27 -0.07
F -2.52 -1.36 0.47
C -2.97 -1.05 -1.78
F -1.93 -1.80 -2.17
F -3.98 -1.92 -1.54
C -3.44 -0.12 -2.96
F -3.45 1.17 -2.59
F -2.63 -0.27 -4.02
F -4.68 -0.46 -3.34
C 4.99 3.51 -1.83
O 4.51 4.60 -1.84
O 6.35 3.28 -1.64
C 6.54 1.93 -1.52
O 7.58 1.47 -1.15
H 7.30 -1.60 -1.61
H 7.38 -0.72 -0.06
H 6.81 -2.36 -0.12
H 4.84 -1.83 -0.80
H 5.80 -0.56 -2.82
H 4.12 -0.52 -2.37
H 2.49 3.13 -2.13
H 2.83 2.04 -3.42
H 2.72 0.51 -0.98
H 1.84 0.26 -2.45
C -5.58 -1.16 2.49
C -6.58 -1.60 3.35
C -6.31 -1.81 4.69
C -5.03 -1.57 5.16
C -4.02 -1.14 4.32
C -4.30 -0.94 2.98
N -4.74 -1.78 6.58
O -5.64 -2.18 7.29
O -3.62 -1.53 6.97
H -5.80 -0.99 1.45
H -7.58 -1.78 2.97
H -7.09 -2.16 5.36
H -3.02 -0.96 4.70
H -3.53 -0.59 2.32

***

This record from the Open Molecules 2025 dataset describes C20H16AuBrN2O4 as an isolated structure. The level of theory is wB97M-V/def2-TZVPD.

orbital gap (alpha / beta): 7.78 / 5.06 eV
charge: 0
2S+1: 3
HOMO level (alpha / beta): -0.28632 / -0.31518 hartree
<S²>: 2.02

Geometry (Å):
Au 0.26 1.93 -0.23
C -3.87 -1.80 -0.81
C -3.62 -0.33 -0.65
C -4.49 0.64 -1.13
C -4.17 1.98 -1.02
C -2.96 2.31 -0.43
Br -2.45 4.13 -0.30
N -2.12 1.41 0.05
C -2.45 0.12 -0.05
H -4.93 -2.00 -0.96
H -3.53 -2.36 0.06
H -3.32 -2.17 -1.68
H -5.41 0.35 -1.61
H -4.83 2.75 -1.39
H -1.73 -0.58 0.35
O 3.85 -3.66 -1.73
C 4.33 -2.73 -2.33
O 5.22 -2.41 -3.09
C 3.50 -1.34 -1.98
C 4.12 -0.42 -1.16
C 3.36 0.69 -0.83
N 2.13 0.87 -1.29
C 1.57 -0.03 -2.09
C 2.24 -1.19 -2.48
C 0.14 0.24 -2.61
O -0.34 -0.60 -3.35
O -0.39 1.33 -2.22
H 5.13 -0.54 -0.81
H 3.76 1.47 -0.19
H 1.74 -1.89 -3.12
C 0.86 2.38 1.71
C 0.74 1.08 2.39
C -0.49 0.66 2.92
C -0.62 -0.60 3.48
C 0.46 -1.47 3.52
C 1.68 -1.07 3.01
C 1.82 0.19 2.45
H 1.87 2.77 1.68
H 0.17 3.13 2.09
H -1.34 1.33 2.88
H -1.58 -0.91 3.89
H 0.35 -2.46 3.96
H 2.53 -1.73 3.04
H 2.78 0.51 2.06

***

This record from the Open Molecules 2025 dataset describes the molecule C20H16Cl2N2O4 in a non-equilibrium geometry. The level of theory is wB97M-V/def2-TZVPD.

orbital gap: 8.40 eV
charge: 0
HOMO level: -0.29517 hartree
structure (SMILES): CCOc1ccc(C(=O)Nc2ccc(NC(=O)c3ccco3)c(Cl)c2)cc1Cl

Geometry (Å):
C -8.07 -0.58 -1.73
C -8.02 -0.51 -0.21
H -8.96 -0.07 0.17
H -7.90 -1.50 0.23
O -7.02 0.37 0.26
C -5.73 -0.01 0.26
C -5.24 -1.27 -0.08
C -3.89 -1.54 -0.02
C -2.97 -0.57 0.37
C -3.45 0.69 0.74
C -4.80 0.96 0.68
Cl -5.39 2.51 1.15
H -2.79 1.46 1.10
C -1.53 -0.95 0.42
O -1.18 -2.10 0.58
N -0.67 0.09 0.23
C 0.72 0.09 0.22
C 1.47 -1.05 0.49
C 2.85 -0.98 0.46
C 3.53 0.21 0.18
C 2.76 1.35 -0.08
C 1.38 1.29 -0.06
H 0.81 2.18 -0.26
H 3.27 2.27 -0.29
N 4.91 0.21 0.18
C 5.77 1.24 -0.08
O 5.44 2.38 -0.34
C 7.18 0.84 0.01
C 8.32 1.59 -0.18
C 9.40 0.71 0.01
C 8.86 -0.51 0.31
O 7.52 -0.44 0.31
H 9.30 -1.46 0.53
H 10.45 0.94 -0.05
H 8.35 2.63 -0.43
H 5.33 -0.69 0.39
Cl 3.76 -2.42 0.80
H 0.98 -1.98 0.70
H -1.09 0.99 0.02
H -3.52 -2.52 -0.27
H -5.91 -2.05 -0.40
H -7.14 -0.99 -2.13
H -8.89 -1.22 -2.04
H -8.21 0.41 -2.15

***

- Among the records above, which one has the lowest charge?
  C20H15BeN2O3S3